# C21H21MnN5O2

A molecular structure, C21H21MnN5O2 (ωB97M-V with the def2-TZVPD basis set, the Open Molecules 2025 dataset).

The geometry in XYZ format:
```
50
Properties=species:S:1:pos:R:3:nbo_charge:R:1
N 0.729 1.339 -0.845 -0.433
C 0.555 2.502 -0.755 0.408
C 0.506 3.866 -0.387 -0.757
H -0.524 4.249 -0.404 0.294
H 1.105 4.477 -1.077 0.321
H 0.905 3.983 0.631 0.250
N 1.870 -1.660 -1.565 -0.475
C 2.829 -2.271 -1.298 0.596
C 4.030 -3.026 -1.030 -0.783
H 4.870 -2.689 -1.661 0.319
H 3.900 -4.099 -1.247 0.319
H 4.365 -2.945 0.014 0.306
N -1.310 -1.469 -0.867 -0.458
C -2.345 -1.958 -0.684 0.439
C -3.577 -2.572 -0.303 -0.774
H -3.399 -3.320 0.483 0.292
H -4.053 -3.077 -1.156 0.323
H -4.280 -1.819 0.079 0.285
Mn 0.411 -0.706 -2.581 0.813
C 0.498 -2.425 1.386 0.475
O 0.440 -3.185 2.203 -0.454
C 2.104 -0.325 1.442 0.505
O 2.875 0.008 2.258 -0.500
C 0.849 0.744 -3.794 -0.174
C -0.564 0.809 -3.613 -0.120
C -1.328 -0.368 -3.613 -0.160
C -0.690 -1.638 -3.760 -0.187
C 0.732 -1.734 -3.957 -0.167
C 1.511 -0.511 -3.982 -0.163
H 1.432 1.634 -3.760 0.288
H -1.020 1.751 -3.379 0.268
H -2.376 -0.337 -3.392 0.279
H -1.261 -2.534 -3.732 0.289
H 1.190 -2.683 -4.045 0.284
H 2.567 -0.550 -4.091 0.286
N -2.234 -0.001 3.374 -0.446
C -1.579 -0.653 2.362 0.397
N -0.476 -0.016 2.051 -0.346
C -0.399 1.132 2.795 0.235
C 0.536 2.167 2.811 -0.035
C 0.377 3.179 3.761 0.010
C -0.703 3.163 4.664 -0.029
C -1.663 2.134 4.639 -0.039
C -1.499 1.140 3.687 0.234
H -3.067 -0.337 3.852 0.493
H -1.974 -1.551 1.898 0.277
H 1.333 2.139 2.068 0.291
H 1.104 3.992 3.803 0.301
H -0.791 3.971 5.394 0.314
H -2.510 2.084 5.326 0.309
```

Properties
2S+1	4
F_max	0.3276	hartree/bohr
total charge	+4
⟨S²⟩	3.77
frontier orbital gap (alpha / beta)	8.33 / 3.89	eV
molecular weight	430.37	g/mol
HOMO energy (alpha / beta)	-21.93 / -21.41	eV


# C21H21N3O4S

C21H21N3O4S in the gas phase (ωB97M-V with the def2-TZVPD basis set, the Open Molecules 2025 dataset).

The geometry in XYZ format:
```
50
Properties=species:S:1:pos:R:3:nbo_charge:R:1
C 0.606 -3.362 3.617 -0.415
N -0.361 -2.263 3.564 -0.426
C -1.160 -2.056 2.380 0.608
O -0.951 -2.928 1.507 -0.619
C -1.695 -0.825 1.953 -0.282
C -1.248 0.308 2.561 -0.102
S -1.601 1.795 1.734 0.253
C 0.041 2.420 1.124 -0.615
C 1.052 1.365 0.595 0.687
O 2.050 1.131 1.189 -0.597
N 0.837 0.715 -0.652 -0.469
C 1.727 -0.304 -1.092 -0.240
C 1.885 -0.311 -2.592 -0.220
N 0.675 0.012 -3.366 -0.430
C 0.770 0.235 -4.780 0.634
O 1.825 -0.076 -5.391 -0.603
C -0.370 0.626 -5.616 0.137
C -0.561 0.235 -6.964 -0.217
C -1.857 0.583 -7.400 -0.318
C -2.379 1.413 -6.383 0.102
O -1.442 1.478 -5.358 -0.415
C -0.513 0.065 -2.545 -0.237
C -0.441 1.041 -1.380 -0.215
C -0.573 0.215 3.945 -0.158
C -0.219 1.295 4.765 -0.148
C 0.186 1.157 6.088 -0.258
C 0.580 -0.066 6.551 -0.173
C 0.406 -1.218 5.661 -0.274
C -0.188 -1.110 4.365 0.273
H 1.586 -3.025 3.458 0.203
H 0.447 -4.021 2.827 0.253
H 0.673 -3.943 4.574 0.202
H -2.054 -0.714 0.906 0.251
H -0.188 3.151 0.367 0.244
H 0.623 2.837 1.969 0.252
H 2.760 -0.137 -0.721 0.250
H 1.403 -1.237 -0.537 0.200
H 2.633 0.459 -2.819 0.215
H 2.347 -1.303 -2.781 0.216
H 0.286 -0.258 -7.534 0.252
H -2.216 0.309 -8.315 0.227
H -3.488 1.759 -6.376 0.230
H -1.436 0.251 -3.062 0.233
H -0.592 -0.921 -2.162 0.202
H -1.361 0.928 -0.808 0.215
H -0.280 2.195 -1.624 0.197
H -0.316 2.379 4.368 0.225
H 0.309 2.112 6.620 0.223
H 1.013 -0.202 7.598 0.229
H 0.769 -2.190 5.973 0.217
```

Properties
F_max	0.1268	hartree/bohr
total charge	0
frontier orbital gap	8.17	eV
molecular weight	411.48	g/mol
HOMO energy	-8.57	eV
SMILES	Cn1c(=O)cc(SCC(=O)N2CCN(C(=O)c3ccco3)CC2)c2ccccc21


# C21H21N5O4S4SbW

A molecular structure, C21H21N5O4S4SbW (ωB97M-V with the def2-TZVPD basis set, the Open Molecules 2025 dataset).

The geometry in XYZ format:
```
57
Properties=species:S:1:pos:R:3:nbo_charge:R:1
W 0.041 -0.234 -0.340 1.354
O -2.799 1.540 1.997 -0.597
C -2.020 1.240 1.121 0.767
O -0.819 0.768 1.290 -0.781
C -2.370 1.484 -0.333 0.152
C -3.623 2.019 -0.669 -0.223
C -3.867 2.306 -1.977 -0.112
C -2.847 2.104 -2.940 -0.103
C -3.019 2.438 -4.304 -0.176
C -2.003 2.257 -5.196 -0.208
C -0.765 1.738 -4.761 -0.177
C -0.575 1.390 -3.454 -0.223
C -1.617 1.557 -2.519 0.246
N -1.423 1.204 -1.206 -0.471
H -4.336 2.180 0.125 0.258
H -4.821 2.705 -2.298 0.222
H -3.970 2.848 -4.622 0.218
H -2.138 2.519 -6.237 0.221
H 0.042 1.624 -5.472 0.217
H 0.369 1.014 -3.091 0.222
S 4.730 -1.541 2.255 -0.806
Sb 3.440 -1.569 0.421 1.034
S 2.020 1.375 -0.501 -0.341
S 1.248 -1.605 1.288 -0.656
C 1.318 -2.911 -3.658 -0.653
C 0.587 -2.195 -2.573 0.126
N 1.093 -1.094 -1.946 -0.272
O 2.344 -0.678 -2.452 -0.573
C -0.654 -2.534 -2.058 0.065
C -1.497 -3.741 -2.302 -0.645
N -1.018 -1.521 -1.252 -0.200
O -1.693 -1.410 -0.099 -0.522
H 1.345 -2.333 -4.586 0.215
H 0.822 -3.856 -3.875 0.228
H 2.348 -3.112 -3.365 0.236
H 2.162 -0.200 -3.273 0.464
H -1.823 -3.812 -3.341 0.220
H -2.382 -3.696 -1.669 0.242
H -0.954 -4.653 -2.053 0.228
N 3.271 1.324 2.605 -0.770
C 2.019 1.690 2.426 0.405
S 1.604 2.708 1.031 0.148
N 1.042 1.360 3.242 -0.577
C 1.162 0.544 4.409 0.187
C 0.250 -0.489 4.567 -0.223
C 0.326 -1.287 5.697 -0.188
C 1.304 -1.056 6.653 -0.203
C 2.203 -0.013 6.489 -0.195
C 2.132 0.800 5.368 -0.258
H 3.926 1.578 1.881 0.428
H 3.501 0.465 3.108 0.449
H 0.116 1.408 2.812 0.472
H -0.494 -0.667 3.801 0.244
H -0.378 -2.099 5.822 0.222
H 1.365 -1.689 7.529 0.218
H 2.960 0.177 7.237 0.219
H 2.817 1.629 5.246 0.224
```

Properties
2S+1	2
F_max	0.0117	hartree/bohr
total charge	0
⟨S²⟩	0.86
frontier orbital gap (alpha / beta)	6.23 / 6.11	eV
molecular weight	841.30	g/mol
HOMO energy (alpha / beta)	-7.07 / -6.98	eV


# C21H21NO6S

A molecular structure, C21H21NO6S (ωB97M-V with the def2-TZVPD basis set, the Open Molecules 2025 dataset).

The geometry in XYZ format:
```
50
Properties=species:S:1:pos:R:3:nbo_charge:R:1
C 1.388 -3.830 2.391 -0.675
C 1.953 -2.535 3.005 -0.107
H 2.307 -2.784 4.064 0.218
H 2.771 -2.241 2.258 0.232
O 0.863 -1.381 2.879 -0.483
C 1.322 -0.356 2.198 0.837
O 2.466 -0.101 1.534 -0.668
C 0.055 0.500 2.330 -0.224
C 0.109 1.656 1.573 0.088
N 1.212 2.135 0.816 -0.606
C 1.135 2.841 -0.118 0.611
O 0.041 3.620 -0.275 -0.737
C 2.134 3.281 -1.209 -0.038
O 1.831 2.794 -2.398 -0.507
C 1.100 1.663 -2.768 0.327
C 1.443 0.549 -2.006 -0.346
C 0.687 -0.463 -2.348 0.365
C 0.005 -0.661 -3.567 -0.190
C -0.186 0.377 -4.200 -0.114
C 0.638 1.556 -3.942 -0.289
H 0.391 2.463 -4.614 0.235
H -0.479 0.302 -5.313 0.205
C -0.670 -2.052 -3.787 0.207
C -0.440 -3.024 -2.969 -0.417
C -0.111 -3.049 -1.681 0.834
O 0.211 -3.730 -0.804 -0.460
O 0.731 -1.499 -1.533 -0.632
H -1.123 -4.065 -3.034 0.218
C -1.387 -2.077 -5.174 -0.569
H -1.866 -3.033 -5.155 0.216
H -0.908 -2.016 -5.913 0.179
H -2.439 -1.366 -5.184 0.230
H 1.891 0.466 -0.983 0.248
H 2.608 4.250 -1.255 0.232
H 3.076 2.487 -0.921 0.087
H 2.057 1.256 0.990 0.469
S -1.416 2.618 1.792 0.569
C -1.631 1.453 2.934 -0.213
C -1.020 0.364 3.090 -0.288
H -1.128 -0.586 3.675 0.252
C -3.089 1.785 3.579 -0.408
C -2.928 2.722 4.454 -0.545
H -2.433 2.605 5.213 0.191
H -4.142 3.078 4.874 0.140
H -2.940 3.634 3.949 0.216
H -3.584 0.866 4.132 0.197
H -3.937 2.038 2.776 0.212
H 0.473 -3.933 3.027 0.206
H 1.925 -4.761 2.394 0.236
H 1.037 -3.816 1.227 0.255
```

Properties
F_max	0.3460	hartree/bohr
total charge	0
frontier orbital gap	7.25	eV
molecular weight	415.47	g/mol
HOMO energy	-8.10	eV


# C21H21NO6S

C21H21NO6S in the gas phase (ωB97M-V with the def2-TZVPD basis set, the Open Molecules 2025 dataset).

The geometry in XYZ format:
```
50
Properties=species:S:1:pos:R:3:nbo_charge:R:1
C -5.631 5.113 -2.591 -0.649
C -5.327 4.740 -1.177 0.114
C -6.035 5.249 -0.143 -0.353
C -5.767 4.910 1.238 0.738
O -6.366 5.335 2.194 -0.563
O -4.739 4.026 1.465 -0.475
C -4.017 3.497 0.457 0.439
C -3.008 2.606 0.820 -0.370
C -2.229 2.013 -0.160 0.345
O -1.239 1.122 0.066 -0.488
C -0.959 0.721 1.396 -0.076
C 0.044 -0.401 1.342 -0.047
C 1.175 -0.394 2.149 -0.194
C 2.079 -1.441 2.090 -0.172
C 1.847 -2.487 1.219 -0.331
S 3.044 -3.814 1.133 2.315
O 2.505 -4.859 0.305 -0.947
O 3.480 -4.150 2.455 -0.937
N 4.305 -2.992 0.384 -0.673
C 5.644 -3.412 0.756 -0.261
C 6.060 -4.651 -0.039 -0.089
O 5.958 -4.416 -1.427 -0.524
C 4.633 -4.096 -1.792 -0.096
C 4.147 -2.846 -1.050 -0.258
C 0.728 -2.510 0.409 -0.194
C -0.176 -1.464 0.472 -0.149
C -2.459 2.331 -1.509 -0.277
C -3.448 3.211 -1.859 -0.141
C -4.260 3.815 -0.888 -0.215
H -6.464 5.809 -2.629 0.228
H -5.888 4.226 -3.169 0.228
H -4.763 5.579 -3.054 0.229
H -6.847 5.942 -0.296 0.231
H -2.873 2.411 1.871 0.234
H -0.565 1.567 1.974 0.188
H -1.879 0.362 1.882 0.193
H 1.348 0.430 2.826 0.218
H 2.960 -1.466 2.711 0.239
H 5.629 -3.625 1.824 0.242
H 6.326 -2.581 0.548 0.204
H 7.103 -4.908 0.151 0.199
H 5.412 -5.493 0.249 0.173
H 4.647 -3.926 -2.870 0.195
H 3.962 -4.933 -1.554 0.193
H 3.091 -2.667 -1.255 0.218
H 4.730 -1.973 -1.362 0.208
H 0.577 -3.353 -0.247 0.243
H -1.053 -1.462 -0.155 0.219
H -1.836 1.863 -2.253 0.228
H -3.607 3.440 -2.901 0.218
```

Properties
F_max	0.0206	hartree/bohr
total charge	0
frontier orbital gap	8.73	eV
molecular weight	415.47	g/mol
HOMO energy	-8.61	eV
SMILES	Cc1cc(=O)oc2cc(OCc3ccc(S(=O)(=O)N4CCOCC4)cc3)ccc12


# C21H22AuBrNO2S2

A molecular structure, C21H22AuBrNO2S2 (ωB97M-V with the def2-TZVPD basis set, the Open Molecules 2025 dataset).

The geometry in XYZ format:
```
50
Properties=species:S:1:pos:R:3:lowdin_charge:R:1
Au 0.390 -1.300 -0.406 0.814
O 0.683 -2.114 -2.402 -0.634
S 1.813 -1.824 -3.378 1.046
C 3.283 -1.647 -2.333 -0.315
C 4.427 -0.818 -2.920 -0.214
C 4.446 0.622 -2.402 -0.211
C 4.876 0.728 -0.934 -0.310
S 3.561 1.303 0.177 1.001
O 2.375 0.444 -0.162 -0.625
C 3.269 2.909 -0.556 -0.390
C 1.991 3.216 -0.984 -0.085
C 1.734 4.485 -1.487 -0.068
C 2.749 5.426 -1.554 -0.062
C 4.027 5.109 -1.108 -0.061
C 4.291 3.850 -0.596 -0.079
C 1.581 -0.172 -3.999 -0.398
C 0.805 0.754 -3.323 -0.083
C 0.640 2.018 -3.866 -0.066
C 1.256 2.349 -5.066 -0.050
C 2.016 1.407 -5.745 -0.053
C 2.166 0.132 -5.222 -0.090
H 3.576 -2.679 -2.138 0.098
H 2.908 -1.208 -1.405 0.041
H 4.383 -0.804 -4.011 0.100
H 5.369 -1.313 -2.678 0.121
H 3.459 1.072 -2.534 0.093
H 5.131 1.211 -3.012 0.125
H 5.714 1.410 -0.787 0.087
H 5.178 -0.232 -0.510 0.097
H 1.215 2.465 -0.920 0.097
H 0.737 4.741 -1.820 0.109
H 2.545 6.415 -1.944 0.112
H 4.816 5.847 -1.150 0.113
H 5.282 3.616 -0.227 0.112
H 0.312 0.488 -2.395 0.080
H 0.024 2.746 -3.356 0.107
H 1.123 3.337 -5.485 0.114
H 2.470 1.655 -6.695 0.115
H 2.719 -0.622 -5.767 0.115
Br 1.558 -3.617 5.725 0.829
C 1.069 -2.901 4.064 -0.678
C 1.375 -1.584 3.753 -0.082
C 1.002 -1.100 2.517 -0.113
N 0.357 -1.849 1.610 -0.111
C 0.058 -3.118 1.924 -0.114
C 0.393 -3.681 3.138 -0.084
H 1.885 -0.944 4.456 0.114
H 1.216 -0.080 2.229 0.105
H -0.474 -3.689 1.177 0.116
H 0.128 -4.706 3.352 0.115
```

Properties
F_max	0.0223	hartree/bohr
total charge	+1
frontier orbital gap	9.17	eV
molecular weight	661.42	g/mol
HOMO energy	-11.79	eV